# 1
{"formula": "C42H37F5IrO4PTe", "method": "ωB97M-V/def2-TZVPD", "elements": ["Ir", "C", "C", "C", "C", "C", "C", "P", "C", "C", "C", "C", "C", "C", "C", "C", "C", "C", "C", "C", "H", "H", "H", "H", "H", "H", "H", "H", "H", "H", "H", "H", "H", "H", "O", "C", "C", "O", "O", "C", "C", "C", "C", "C", "C", "C", "C", "C", "C", "C", "C", "H", "H", "H", "H", "H", "H", "H", "H", "H", "H", "H", "C", "C", "C", "C", "C", "C", "C", "C", "C", "C", "H", "H", "H", "H", "H", "H", "H", "H", "H", "H", "H", "H", "F", "Te", "F", "F", "F", "F", "O"], "xyz": [[0.77, -1.51, 0.32], [4.23, 1.61, -3.46], [3.85, 1.68, -2.13], [2.86, 0.84, -1.64], [2.24, -0.07, -2.49], [2.62, -0.14, -3.83], [3.62, 0.69, -4.32], [0.97, -1.17, -1.84], [-0.58, -0.71, -2.69], [-1.62, -1.74, -2.59], [-2.63, -1.85, -3.47], [-2.71, -0.99, -4.63], [-1.82, -0.02, -4.83], [-0.74, 0.28, -3.87], [1.40, -2.92, -2.01], [1.79, -3.88, -2.93], [2.06, -5.15, -2.45], [1.97, -5.42, -1.08], [1.61, -4.45, -0.16], [1.32, -3.16, -0.62], [5.00, 2.26, -3.84], [4.33, 2.39, -1.47], [2.56, 0.88, -0.60], [2.15, -0.86, -4.49], [3.91, 0.64, -5.35], [-1.52, -2.47, -1.79], [-3.35, -2.65, -3.35], [-3.48, -1.18, -5.37], [-1.83, 0.56, -5.75], [0.16, 0.67, -4.33], [1.86, -3.65, -3.99], [2.36, -5.93, -3.13], [2.19, -6.42, -0.74], [1.58, -4.67, 0.90], [-0.07, -0.01, 1.76], [-0.03, -0.39, 3.15], [1.00, -1.57, 3.29], [1.24, -1.99, 4.40], [1.48, -2.07, 2.19], [0.35, 0.84, 3.97], [-0.01, 2.10, 3.48], [0.26, 3.25, 4.21], [0.89, 3.16, 5.44], [1.26, 1.92, 5.93], [0.99, 0.76, 5.20], [-1.39, -0.98, 3.54], [-1.82, -0.93, 4.86], [-3.04, -1.49, 5.22], [-3.84, -2.11, 4.26], [-3.40, -2.17, 2.95], [-2.18, -1.62, 2.59], [-0.94, 0.34, 1.53], [-0.49, 2.22, 2.53], [-0.04, 4.21, 3.82], [1.10, 4.06, 6.02], [1.76, 1.83, 6.88], [1.27, -0.20, 5.58], [-1.21, -0.45, 5.61], [-3.37, -1.43, 6.25], [-4.80, -2.53, 4.54], [-4.01, -2.64, 2.19], [-1.87, -1.67, 1.56], [-3.41, 1.36, -2.42], [-2.10, 1.26, -1.65], [-1.72, 2.62, -1.09], [-0.91, 0.75, -2.45], [-3.36, 0.30, 0.23], [-3.53, 1.22, 1.26], [-4.65, 1.16, 2.07], [-5.59, 0.16, 1.88], [-5.42, -0.77, 0.86], [-4.30, -0.71, 0.04], [-3.24, 1.93, -3.34], [-4.15, 1.89, -1.83], [-3.79, 0.38, -2.69], [-1.54, 3.32, -1.90], [-0.80, 2.54, -0.49], [-2.50, 3.04, -0.47], [-0.01, 1.30, -2.17], [-2.81, 2.02, 1.39], [-4.79, 1.90, 2.85], [-6.48, 0.12, 2.50], [-6.15, -1.54, 0.71], [-4.14, -1.42, -0.76], [-3.86, 4.47, 1.12], [-5.48, 4.11, 0.01], [-5.93, 5.84, 0.55], [-7.19, 4.21, -0.92], [-4.62, 5.08, -1.47], [-6.44, 3.64, 1.66], [-2.21, 0.30, -0.55]], "lowdin_spin": [0.877, 0.000, 0.000, 0.000, -0.002, -0.001, 0.000, 0.016, 0.009, 0.008, 0.001, 0.001, 0.000, 0.002, 0.005, 0.001, -0.003, 0.000, -0.002, 0.007, 0.000, 0.000, 0.000, 0.000, 0.000, 0.006, 0.000, 0.000, 0.000, 0.000, 0.000, 0.000, 0.000, 0.000, 0.007, 0.000, 0.004, 0.012, 0.035, 0.000, 0.000, 0.000, 0.000, 0.000, 0.000, 0.000, 0.000, 0.000, 0.000, 0.000, 0.003, 0.001, 0.000, 0.000, 0.000, 0.000, 0.000, 0.000, 0.000, 0.000, 0.000, 0.005, 0.000, 0.000, 0.000, 0.000, 0.000, 0.000, 0.000, 0.000, 0.000, 0.000, 0.000, 0.000, 0.000, 0.000, 0.000, 0.000, 0.000, 0.000, 0.000, 0.000, 0.000, 0.000, 0.000, 0.000, 0.000, 0.000, 0.000, 0.000, 0.007], "s2": 0.7530, "homo_energy_ev": [-6.475, -6.249], "spin_multiplicity": 2, "orbital_gap_ha": [0.311, 0.261], "total_charge": -1}

# 2
{"formula": "C42H37I2N6ORuS", "method": "ωB97M-V/def2-TZVPD", "elements": ["Ru", "I", "C", "C", "C", "I", "C", "C", "C", "C", "N", "C", "C", "O", "H", "H", "H", "H", "C", "C", "C", "C", "C", "C", "C", "N", "C", "N", "C", "C", "C", "C", "C", "C", "C", "N", "C", "C", "C", "C", "C", "C", "C", "H", "H", "H", "H", "H", "H", "H", "H", "H", "H", "H", "H", "H", "H", "H", "H", "H", "H", "H", "H", "H", "H", "C", "C", "C", "C", "C", "C", "C", "C", "H", "H", "H", "H", "H", "S", "C", "N", "C", "C", "N", "H", "H", "H", "H", "H", "H"], "xyz": [[0.66, 0.97, 1.40], [5.89, 0.12, 1.81], [4.41, 0.14, 3.28], [4.74, 0.06, 4.63], [3.75, 0.07, 5.59], [4.34, 0.05, 7.60], [2.39, 0.10, 5.22], [1.31, 0.06, 6.13], [0.03, -0.01, 5.64], [-0.18, -0.04, 4.27], [0.78, 0.07, 3.38], [2.07, 0.16, 3.84], [3.09, 0.28, 2.83], [2.78, 0.47, 1.59], [5.78, 0.00, 4.93], [1.49, 0.07, 7.19], [-0.81, -0.06, 6.32], [-1.18, -0.19, 3.86], [2.78, -1.93, -2.26], [1.76, -2.41, -3.26], [2.18, -2.92, -4.49], [1.27, -3.44, -5.40], [-0.08, -3.47, -5.10], [-0.51, -2.95, -3.89], [0.40, -2.40, -2.99], [-0.11, -2.00, -1.71], [-0.13, -0.82, -1.03], [-1.24, 1.37, -1.58], [-0.91, 2.68, -1.14], [0.37, 2.65, -0.52], [0.87, 3.83, 0.07], [0.09, 4.97, 0.03], [-1.17, 4.96, -0.57], [-1.70, 3.80, -1.17], [-3.08, 3.78, -1.78], [-0.33, -0.85, 0.26], [-0.18, -2.06, 0.98], [1.11, -2.53, 1.23], [1.31, -3.66, 2.00], [0.23, -4.34, 2.53], [-1.06, -3.87, 2.29], [-1.28, -2.73, 1.52], [-2.67, -2.22, 1.26], [3.68, -1.57, -2.77], [3.08, -2.76, -1.61], [2.41, -1.13, -1.62], [3.24, -2.92, -4.73], [1.63, -3.83, -6.35], [-0.79, -3.89, -5.80], [-1.56, -2.96, -3.63], [-0.23, -2.78, -1.09], [-1.78, 1.33, -2.43], [1.85, 3.83, 0.53], [0.45, 5.89, 0.47], [-1.76, 5.87, -0.59], [-3.45, 4.79, -1.93], [-3.79, 3.26, -1.12], [-3.09, 3.27, -2.75], [1.95, -1.95, 0.86], [2.32, -4.01, 2.20], [0.37, -5.22, 3.15], [-1.91, -4.39, 2.72], [-3.39, -2.71, 1.93], [-2.99, -2.41, 0.23], [-2.70, -1.14, 1.42], [0.93, 1.35, -0.62], [0.05, 0.61, -1.63], [0.62, 0.74, -3.05], [-0.18, 0.55, -4.17], [0.30, 0.79, -5.45], [1.61, 1.22, -5.63], [2.42, 1.42, -4.52], [1.93, 1.19, -3.24], [-1.20, 0.20, -4.06], [-0.34, 0.64, -6.31], [1.99, 1.41, -6.62], [3.44, 1.77, -4.65], [2.55, 1.36, -2.37], [-1.28, 2.58, 2.44], [-2.74, 1.89, 2.01], [-3.88, 2.00, 2.74], [-4.95, 1.16, 2.21], [-4.44, 0.91, 0.78], [-3.02, 1.19, 0.91], [-3.82, 2.24, 3.72], [-5.91, 1.67, 2.22], [-5.04, 0.23, 2.77], [-4.91, 1.59, 0.06], [-4.62, -0.11, 0.45], [-2.35, 1.09, 0.15]], "lowdin_spin": [3.228, 0.004, 0.011, -0.001, 0.008, 0.001, 0.001, 0.011, 0.001, 0.021, 0.049, 0.011, 0.012, 0.135, 0.000, 0.001, 0.000, 0.002, 0.001, 0.001, 0.000, 0.000, 0.000, 0.000, 0.002, 0.014, 0.032, 0.051, 0.117, 0.075, 0.140, -0.007, 0.163, 0.002, -0.006, 0.078, 0.005, 0.005, 0.000, 0.006, 0.000, 0.004, 0.001, 0.000, 0.000, 0.002, 0.000, 0.000, 0.000, 0.000, 0.001, 0.002, 0.007, -0.004, 0.012, 0.000, -0.002, -0.001, 0.001, 0.000, 0.000, 0.000, 0.000, 0.000, 0.000, 0.528, 0.070, 0.020, 0.002, 0.001, 0.001, 0.002, 0.021, 0.000, 0.000, 0.000, 0.000, 0.014, 0.092, 0.026, 0.010, 0.002, 0.001, 0.008, 0.001, 0.000, 0.000, 0.000, 0.000, 0.003], "s2": 8.8049, "homo_energy_ev": [-5.171, -7.098], "spin_multiplicity": 6, "orbital_gap_ha": [0.198, 0.259]}

# 3
{"formula": "C42H37N2P2RhSi", "method": "ωB97M-V/def2-TZVPD", "elements": ["Rh", "C", "Si", "C", "C", "C", "C", "C", "C", "P", "C", "C", "C", "C", "C", "C", "C", "C", "C", "C", "C", "C", "C", "C", "C", "C", "C", "C", "P", "C", "C", "C", "C", "C", "C", "C", "C", "C", "C", "C", "C", "H", "H", "H", "H", "H", "H", "H", "H", "H", "H", "H", "H", "H", "H", "H", "H", "H", "H", "H", "H", "H", "H", "H", "H", "H", "H", "H", "H", "H", "H", "H", "N", "C", "C", "C", "N", "C", "C", "H", "H", "H", "H", "H", "H"], "xyz": [[0.17, 0.29, 0.31], [-3.00, -1.00, -1.12], [-1.16, -0.89, -1.23], [-0.78, 0.00, -2.82], [-1.35, -0.48, -4.01], [-1.19, 0.21, -5.21], [-0.48, 1.40, -5.24], [0.08, 1.89, -4.08], [-0.05, 1.19, -2.88], [0.66, 1.82, -1.35], [-0.27, 3.29, -0.92], [-1.35, 3.16, -0.05], [-2.10, 4.27, 0.30], [-1.77, 5.52, -0.23], [-0.71, 5.64, -1.11], [0.05, 4.54, -1.45], [2.34, 2.34, -1.72], [2.94, 3.30, -0.89], [4.25, 3.69, -1.10], [4.98, 3.12, -2.14], [4.40, 2.16, -2.95], [3.09, 1.77, -2.74], [-0.46, -2.60, -1.09], [-1.15, -3.70, -1.61], [-0.63, -4.98, -1.48], [0.58, -5.19, -0.83], [1.28, -4.11, -0.31], [0.74, -2.83, -0.43], [1.65, -1.42, 0.21], [3.17, -1.47, -0.74], [3.04, -1.28, -2.12], [4.15, -1.42, -2.94], [5.38, -1.75, -2.38], [5.51, -1.94, -1.02], [4.40, -1.80, -0.19], [2.02, -1.62, 1.94], [2.86, -0.67, 2.53], [3.12, -0.72, 3.89], [2.52, -1.71, 4.66], [1.67, -2.65, 4.08], [1.41, -2.60, 2.72], [-3.34, -1.49, -2.03], [-3.34, -1.58, -0.26], [-3.46, -0.01, -1.08], [-1.92, -1.40, -4.01], [-1.64, -0.19, -6.11], [-0.38, 1.95, -6.17], [0.63, 2.83, -4.10], [-1.61, 2.19, 0.36], [-2.93, 4.17, 0.98], [-2.35, 6.39, 0.05], [-0.46, 6.61, -1.52], [0.89, 4.65, -2.14], [2.37, 3.75, -0.08], [4.70, 4.45, -0.47], [6.00, 3.43, -2.31], [4.97, 1.73, -3.76], [2.64, 1.04, -3.40], [-2.09, -3.57, -2.12], [-1.17, -5.82, -1.89], [0.98, -6.19, -0.73], [2.23, -4.27, 0.19], [2.07, -1.04, -2.54], [4.05, -1.29, -4.01], [6.25, -1.86, -3.02], [6.47, -2.20, -0.59], [4.50, -1.97, 0.87], [3.33, 0.10, 1.92], [3.79, 0.00, 4.35], [2.72, -1.76, 5.73], [1.22, -3.41, 4.69], [0.75, -3.32, 2.27], [-2.91, 1.24, 5.75], [-2.27, 0.95, 4.61], [-2.93, 0.36, 3.51], [-2.23, 0.10, 2.37], [-0.91, 0.37, 2.21], [-0.28, 0.91, 3.28], [-0.89, 1.21, 4.46], [-3.89, 1.05, 5.85], [-2.44, 1.66, 6.52], [-3.98, 0.12, 3.57], [-2.73, -0.35, 1.52], [0.79, 1.09, 3.15], [-0.31, 1.64, 5.27]], "mulliken_charge": [0.176, -1.537, 1.516, 0.445, -1.039, -0.914, -0.849, -0.133, -0.071, 1.968, 0.847, -0.360, -0.899, -0.634, -0.787, -0.475, 0.695, -0.944, -0.833, -0.667, -0.815, -0.609, 0.201, -0.738, -0.802, -0.930, -0.208, -0.231, 1.987, 0.643, -0.367, -0.866, -0.640, -0.736, -0.516, 0.625, -0.574, -0.729, -0.600, -0.831, -0.816, 0.487, 0.475, 0.422, 0.348, 0.450, 0.464, 0.466, 0.055, 0.485, 0.427, 0.442, 0.419, 0.544, 0.471, 0.451, 0.500, 0.623, 0.370, 0.469, 0.454, 0.549, 0.404, 0.503, 0.444, 0.478, 0.431, 0.545, 0.463, 0.458, 0.482, 0.476, -0.425, 1.024, -0.824, -0.678, 0.444, -0.677, -0.913, 0.203, 0.203, 0.416, 0.221, 0.606, 0.392], "homo_energy_ev": -13.884, "spin_multiplicity": 1, "orbital_gap_ha": 0.270, "total_charge": 2}

Results for calculated total energy: -3136.78832; -3114.86110; -2814.56349 (in hartree, following the order of the records).